No. 1
# C14H19BCl2N2O4

An isolated molecule of C14H19BCl2N2O4 in a non-equilibrium geometry (the ωB97M-V functional and the def2-TZVPD basis, the OMol25 dataset).

Structure (XYZ):
```
42
Properties=species:S:1:pos:R:3
C 1.622 0.080 -4.256
C 1.310 -1.044 -3.255
C 2.484 -2.028 -3.154
C 1.148 -0.392 -1.809
C -0.017 0.516 -1.929
N -0.576 0.889 -0.653
C -1.813 1.518 -0.551
O -2.308 2.219 -1.424
C -2.505 1.643 0.766
N -1.808 1.299 1.986
C -1.323 -0.028 2.076
O -1.317 -0.978 1.284
C -0.553 -0.215 3.350
C 0.857 -0.351 3.278
C 1.649 -0.034 4.328
Cl 3.262 0.282 4.106
C 1.121 0.006 5.580
C -0.215 0.180 5.769
C -1.047 0.077 4.649
Cl -2.717 0.467 4.940
B -1.165 -0.327 -2.574
O -1.312 -0.164 -3.951
O -2.033 -1.132 -1.808
H 1.928 1.002 -3.716
H 0.721 0.196 -4.876
H 2.281 -0.424 -4.971
H 0.385 -1.564 -3.543
H 2.789 -2.271 -4.149
H 2.221 -2.967 -2.607
H 3.360 -1.657 -2.610
H 1.988 0.162 -1.395
H 0.874 -1.081 -1.024
H 0.149 1.291 -2.673
H -0.089 0.466 0.157
H -2.920 2.670 0.862
H -3.375 0.961 0.846
H -1.558 2.158 2.603
H 1.329 -0.297 2.328
H 1.819 0.344 6.351
H -0.641 0.234 6.718
H -2.096 -0.594 -4.237
H -1.910 -1.115 -0.813
```

Output
Kohn-Sham gap = 9.1 eV
Highest occupied orbital energy = -0.33464 Eh
Energy above the lowest of the compared OMol25 structures with the same formula, charge and spin = 3.315 eV
SMILES = CC(C)C[C@H](NC(=O)CNC(=O)c1cc(Cl)ccc1Cl)B(O)O
Charge = 0

Atomic partial charges in e from the natural (NBO) method, atoms 1 to 4: number 1, C, carries -0.64; number 2, C, carries -0.21; number 3, C, carries -0.60; number 4, C, carries -0.38

=====

No. 2
# C47H61F11LiO38

A structure of composition C47H61F11LiO38 in a non-equilibrium geometry (the ωB97M-V functional and the def2-TZVPD basis, the OMol25 dataset).

Structure (XYZ):
```
158
Properties=species:S:1:pos:R:3
Li -1.985 0.788 1.332
O -0.946 1.807 -0.147
C 0.380 1.482 0.143
C 0.547 0.121 0.937
O -0.305 -0.259 2.049
H 0.713 2.263 0.826
H 1.054 1.523 -0.712
H 1.563 0.130 1.331
H 0.549 -0.671 0.188
C -5.731 -1.181 0.824
C -5.023 -1.231 2.203
C -3.564 -1.545 1.790
O -3.471 -0.596 0.726
C -4.744 -0.401 0.047
H -6.725 -0.759 0.978
H -5.836 -2.193 0.433
H -5.362 -1.962 2.938
H -5.172 -0.279 2.712
H -3.438 -2.557 1.404
H -2.911 -1.241 2.607
H -4.733 -0.629 -1.019
H -4.977 0.663 0.078
C -3.924 3.717 3.453
C -2.757 3.487 4.423
C -2.018 2.384 3.678
O -3.006 1.669 2.911
C -4.299 2.316 2.951
H -3.639 4.338 2.604
H -4.731 4.268 3.937
H -3.121 3.069 5.362
H -2.280 4.420 4.723
H -1.655 1.723 4.465
H -1.206 2.673 3.011
H -5.002 1.944 3.697
H -4.840 2.236 2.008
C 4.516 -4.688 -1.966
C 4.342 -3.219 -2.345
C 2.800 -3.082 -2.450
O 2.259 -4.003 -1.455
C 3.078 -5.200 -1.641
H 5.116 -4.775 -1.061
H 5.050 -5.263 -2.722
H 4.923 -2.938 -3.224
H 4.687 -2.560 -1.549
H 2.487 -3.299 -3.471
H 2.388 -2.100 -2.215
H 2.562 -5.676 -2.474
H 3.050 -5.918 -0.821
C 3.265 -2.338 1.184
C 3.160 -1.944 2.647
O 4.463 -1.429 2.866
C 5.305 -2.078 2.045
O 6.542 -2.055 2.152
O 4.625 -2.718 1.140
F 3.053 -3.051 3.353
H 3.061 -1.526 0.486
H 2.643 -3.189 0.907
H 2.359 -1.244 2.887
C 0.686 5.425 0.852
C -0.474 5.122 1.846
O -1.417 6.104 1.590
C -1.196 6.719 0.426
O -1.884 7.615 0.025
O -0.023 6.256 -0.093
F -0.165 5.253 3.149
H 1.016 4.522 0.339
H 1.514 5.999 1.268
H -0.818 4.113 1.622
C -0.529 -0.849 5.306
C 0.483 -2.007 5.612
O -0.168 -2.867 6.420
C -1.343 -2.325 6.765
O -2.126 -2.972 7.438
O -1.477 -1.078 6.259
F 1.542 -1.572 6.254
H -1.009 -0.876 4.328
H -0.107 0.154 5.365
H 0.880 -2.454 4.701
C -1.857 -0.287 -2.730
C -1.613 -1.486 -1.872
O -0.733 -2.241 -2.632
C -0.589 -1.754 -3.852
O 0.113 -2.264 -4.701
O -1.351 -0.684 -3.944
F -2.745 -2.201 -1.777
H -1.334 0.529 -2.232
H -2.926 -0.098 -2.819
H -1.366 -1.213 -0.846
C 2.217 0.016 -7.047
C 2.353 0.900 -5.811
O 3.721 0.611 -5.493
C 4.062 -0.540 -6.023
O 5.113 -1.108 -5.787
O 3.232 -0.900 -6.939
F 1.647 0.439 -4.763
H 2.384 0.650 -7.918
H 1.253 -0.493 -7.042
H 2.192 1.970 -5.948
C -0.829 -3.634 0.982
C -0.636 -3.596 2.558
O 0.568 -4.303 2.706
C 0.858 -4.963 1.535
O 1.722 -5.846 1.484
O -0.031 -4.744 0.580
F -1.605 -4.291 3.088
H -0.439 -2.710 0.556
H -1.877 -3.824 0.750
H -0.618 -2.584 2.964
C 0.628 3.919 -3.213
C -0.876 4.041 -3.036
O -1.474 3.248 -4.022
C -0.514 2.937 -4.943
O -0.645 2.438 -6.070
O 0.676 3.430 -4.524
F -1.288 5.343 -3.049
H 0.991 3.234 -2.446
H 0.958 4.927 -2.963
H -1.114 3.746 -2.015
C 1.895 1.857 4.049
C 3.094 2.375 3.302
O 4.139 2.095 4.219
C 3.738 1.043 4.975
O 4.442 0.485 5.850
O 2.521 0.665 4.541
F 2.995 3.690 3.269
H 1.034 1.833 3.381
H 1.684 2.492 4.909
H 3.146 1.942 2.303
C 4.917 0.908 -1.475
C 3.972 1.650 -2.423
O 3.754 2.834 -1.821
C 4.222 2.729 -0.503
O 4.044 3.571 0.386
O 4.739 1.576 -0.297
F 2.802 1.029 -2.541
H 5.973 0.974 -1.735
H 4.677 -0.133 -1.259
H 4.372 1.762 -3.431
C -0.179 -5.856 -2.075
C -1.602 -6.364 -2.317
O -1.692 -6.559 -3.678
C -0.546 -6.504 -4.262
O -0.361 -6.630 -5.466
O 0.363 -6.283 -3.317
F -2.430 -5.357 -1.947
H 0.363 -6.229 -1.206
H -0.277 -4.776 -1.968
H -1.855 -7.211 -1.679
C -4.601 4.098 -2.904
C -4.163 3.747 -1.469
O -5.279 3.993 -0.671
C -6.124 4.851 -1.289
O -7.090 5.396 -0.813
O -5.658 4.991 -2.570
F -3.194 4.667 -1.228
H -5.063 3.293 -3.475
H -3.783 4.457 -3.529
H -3.736 2.776 -1.216
```

Output
Kohn-Sham gap = 7.3 eV
Highest occupied orbital energy = -0.21697 Eh
Charge = -1

Atomic partial charges in e from the Mulliken method, atoms 1 to 4: number 1, Li, carries 0.35; number 2, O, carries -0.26; number 3, C, carries 0.96; number 4, C, carries 1.31

=====

No. 3
# C4H13NP

A cluster of 2 separate species, C4H13NP in total in a non-equilibrium geometry (the ωB97M-V functional and the def2-TZVPD basis, the OMol25 dataset).

Structure (XYZ):
```
19
Properties=species:S:1:pos:R:3
C -3.205 -0.170 -0.224
C 4.853 -0.033 0.399
C -2.112 -1.153 0.316
C -0.409 0.501 -0.357
N -0.917 -0.379 0.694
P 3.086 -0.577 0.040
H -3.421 0.485 0.583
H -2.556 0.450 -0.979
H -4.047 -0.605 -0.581
H 5.181 0.741 -0.473
H 5.512 -0.872 0.430
H 4.800 0.429 1.315
H -1.871 -1.821 -0.651
H -2.611 -1.876 1.120
H 0.542 0.857 -0.242
H -0.536 -0.035 -1.334
H -0.182 -1.107 1.100
H -1.223 0.272 1.390
H 3.399 -1.091 -1.356
```

Output
Kohn-Sham gap (spin up / spin down) = 9.0 / 6.1 eV
Highest occupied orbital energy (spin up / spin down) = -0.48799 / -0.42906 Eh
Energy above the lowest of the compared OMol25 structures with the same formula, charge and spin = 5.822 eV
Charge = +1

Atomic partial charges in e from the natural (NBO) method, atoms 1 to 4: number 1, C, carries -0.59; number 2, C, carries -0.91; number 3, C, carries -0.26; number 4, C, carries -0.07

=====

No. 4
# F4H4N2O14PPtS4

A structure of composition F4H4N2O14PPtS4 in a non-equilibrium geometry (the ωB97M-V functional and the def2-TZVPD basis, the OMol25 dataset).

Structure (XYZ):
```
30
Properties=species:S:1:pos:R:3
Pt 0.575 0.336 -0.727
N -1.123 -2.614 1.455
S -2.052 -1.589 0.808
O -3.488 -1.778 0.971
O -1.502 -0.777 -0.282
F -1.872 -0.569 2.034
S -1.728 -3.964 0.546
O -1.751 -3.836 -0.922
O -2.677 -4.758 1.311
F -0.465 -4.840 0.790
N 0.096 1.864 0.614
S 1.217 3.154 0.977
O 1.406 3.577 2.352
O 1.480 4.189 -0.017
F 2.527 2.312 0.887
S -1.082 2.645 1.256
O -1.443 3.964 0.677
O -1.249 2.452 2.661
F -2.292 1.756 0.586
P 2.074 -1.863 -0.474
O 1.687 -0.923 0.652
O 1.827 -3.346 0.015
O 3.619 -2.141 -0.571
O 1.286 -1.331 -1.645
O -0.563 1.158 -2.248
H -0.896 2.017 -2.511
H -0.830 0.571 -2.956
O 2.164 1.335 -1.795
H 1.937 1.684 -2.657
H 3.120 1.314 -1.788
```

Output
Kohn-Sham gap (spin up / spin down) = 5.0 / 6.6 eV
Highest occupied orbital energy (spin up / spin down) = -0.04977 / -0.11468 Eh
Spin multiplicity = 4
Charge = -2
⟨S²⟩ = 3.765

Atomic partial charges in e from the natural (NBO) method, atoms 1 to 4: number 1, Pt, carries 1.32; number 2, N, carries -1.01; number 3, S, carries 2.43; number 4, O, carries -0.92

=====

No. 5
# C29H49N3O17V

A structure of composition C29H49N3O17V in a non-equilibrium geometry (the ωB97M-V functional and the def2-TZVPD basis, the OMol25 dataset).

Structure (XYZ):
```
99
Properties=species:S:1:pos:R:3
O -9.551 13.542 -4.448
V -9.866 12.229 -3.600
O -11.348 11.809 -3.931
C -7.969 9.266 -2.429
C -8.416 9.364 -3.903
O -8.668 10.650 -4.307
H -6.919 9.569 -2.335
H -7.872 8.203 -2.168
H -8.624 9.869 -1.808
H -9.230 8.626 -4.027
H -7.587 8.951 -4.505
C -8.055 13.960 -0.307
C -8.572 12.555 -0.610
O -9.715 12.479 -1.416
H -7.164 13.899 0.322
H -8.874 14.585 0.058
H -7.705 14.497 -1.201
H -8.789 12.081 0.356
H -7.760 11.967 -1.072
C -6.810 6.757 0.648
O -6.573 7.143 1.994
C -7.174 8.349 2.344
C -6.757 9.657 1.678
O -5.426 9.888 2.061
C -4.931 11.143 1.662
H -6.098 5.959 0.450
H -6.514 7.584 -0.007
H -7.851 6.486 0.452
H -6.929 8.577 3.389
H -8.266 8.231 2.382
H -7.425 10.465 1.983
H -6.840 9.463 0.600
H -3.845 11.058 1.606
H -5.088 11.947 2.398
H -5.369 11.501 0.724
C -2.420 13.112 -0.549
O -1.647 13.147 0.389
N -3.407 13.993 -0.825
C -4.177 13.912 -2.054
C -3.710 15.195 -0.074
H -2.502 12.293 -1.290
H -4.041 14.801 -2.680
H -5.236 13.873 -1.788
H -3.870 13.071 -2.672
H -4.791 15.209 0.103
H -3.213 15.251 0.888
H -3.517 16.071 -0.698
C -5.754 18.478 -1.365
O -4.562 18.362 -1.162
N -6.715 18.191 -0.471
C -8.143 18.123 -0.785
C -6.396 17.676 0.835
H -6.166 18.742 -2.353
H -8.402 18.217 -1.838
H -8.536 18.969 -0.216
H -8.579 17.182 -0.454
H -5.438 17.159 0.842
H -6.307 18.492 1.558
H -7.099 16.951 1.241
C -11.287 13.152 5.083
O -11.323 13.012 6.274
N -11.063 12.193 4.162
C -10.931 12.448 2.751
C -11.163 10.810 4.570
H -11.410 14.134 4.588
H -9.984 12.187 2.304
H -11.069 13.538 2.693
H -11.791 12.150 2.147
H -10.191 10.324 4.391
H -11.319 10.593 5.622
H -11.865 10.253 3.947
C -11.922 16.571 0.261
C -11.759 15.522 -0.566
C -11.651 15.638 -2.081
O -11.489 14.676 -2.765
C -11.727 17.011 -2.560
C -11.937 18.036 -1.731
C -12.038 17.920 -0.244
O -12.127 18.932 0.421
O -11.828 19.276 -2.253
O -11.524 14.356 -0.007
H -11.862 16.389 1.326
H -11.679 17.208 -3.624
H -12.342 19.906 -1.724
H -11.105 13.686 -0.628
C -12.054 8.093 -1.790
C -11.295 9.022 -1.195
C -10.849 8.935 0.230
O -10.195 9.770 0.806
C -11.291 7.734 0.943
C -12.132 6.879 0.354
C -12.588 6.940 -1.073
O -13.356 6.162 -1.589
O -12.680 5.860 1.061
O -10.968 10.099 -1.889
H -12.455 8.307 -2.772
H -11.063 7.412 1.952
H -13.068 5.271 0.385
H -10.594 10.795 -1.275
```

Output
Kohn-Sham gap = 6.8 eV
Highest occupied orbital energy = -0.23447 Eh
Charge = -1

Atomic partial charges in e from the Mulliken method, atoms 1 to 4: number 1, O, carries -0.71; number 2, V, carries 1.32; number 3, O, carries -0.57; number 4, C, carries -0.21

=====

No. 6
# C4H33NO14

A cluster of 13 separate species, C4H33NO14 in total in a non-equilibrium geometry (the ωB97M-V functional and the def2-TZVPD basis, the OMol25 dataset).

Structure (XYZ):
```
52
Properties=species:S:1:pos:R:3
C 1.872 2.147 -1.053
C 1.586 1.213 0.132
N 0.135 1.076 0.323
C -0.464 0.456 -0.867
C -1.811 -0.096 -0.579
O -2.563 0.665 0.224
O -2.396 -1.053 -1.042
H 2.731 2.729 -0.772
H 1.058 2.898 -1.239
H 2.223 1.774 -2.010
H 2.055 1.507 1.077
H 2.040 0.188 -0.022
H -0.015 0.544 1.165
H -0.533 1.039 -1.797
H 0.107 -0.366 -1.254
H -3.533 0.780 0.212
H -0.271 -2.096 0.899
H 1.083 -1.706 1.813
O 0.662 -1.811 0.968
H -1.976 -3.413 -2.038
H -2.520 -3.247 -0.553
O -2.071 -3.840 -1.179
H -0.726 2.775 -0.357
H 0.202 3.916 -0.020
O -0.715 3.767 -0.215
H 2.263 0.429 3.000
H 2.941 -0.812 3.667
O 2.971 -0.244 2.904
H 2.103 -1.580 -1.767
H 3.180 -1.475 -2.894
O 3.065 -1.631 -1.960
H -1.107 -1.172 -3.367
H -2.612 -1.288 -3.095
O -1.964 -1.004 -3.808
H 4.243 -1.848 0.938
H 3.034 -2.520 0.190
O 3.583 -2.525 0.969
H 0.390 -3.004 -2.831
H 0.005 -2.970 -1.422
O 0.344 -2.368 -2.116
H -2.606 0.868 -3.363
H -2.130 2.216 -3.296
O -2.687 1.635 -2.762
H -0.461 0.027 3.640
H -1.147 -1.401 3.634
O -0.684 -0.741 3.093
H -2.184 2.200 1.947
H -2.182 0.924 2.667
O -2.686 1.731 2.611
H 0.065 2.683 4.080
H -1.431 2.053 3.758
O -0.467 1.969 3.769
```

Output
Kohn-Sham gap = 9.2 eV
Highest occupied orbital energy = -0.33839 Eh
Energy above the lowest of the compared OMol25 structures with the same formula, charge and spin = 4.355 eV
Charge = 0

Atomic partial charges in e from the natural (NBO) method, atoms 1 to 4: number 1, C, carries -0.67; number 2, C, carries -0.23; number 3, N, carries -0.65; number 4, C, carries -0.38